Entry 1:
Density functional theory data (ωB97M-V/def2-TZVPD) for 4 unconnected molecules or ions with the total composition C2H11NO3 at a distorted geometry.

Positions of all 17 atoms, in Å:
C 2.161 3.269 1.535
C 1.523 2.140 1.827
N 0.743 1.376 0.850
H 1.860 4.293 1.239
H 3.290 3.075 1.532
H 2.010 1.357 2.406
H 1.073 1.301 -0.133
H 0.701 0.403 1.240
O -0.281 0.032 -1.881
H -0.531 0.926 -1.625
H 0.485 -0.333 -1.305
O 0.215 -3.262 -1.882
H -0.591 -2.728 -1.862
H -0.144 -4.073 -1.522
O -3.901 -2.656 -0.227
H -4.389 -3.344 0.144
H -4.224 -1.776 -0.336

Summary:
Charge = 0
Orbital gap = 8.431 eV
E_HOMO = -8.1 eV
Relative energy (zero: lowest compared OMol25 entry of this formula, charge and spin) = 3.6626 eV



Entry 2:
Density functional theory data (ωB97M-V/def2-TZVPD) for a gas-phase ion, C4H8N2 (charge +2) at a distorted geometry.

Positions of all 14 atoms, in Å:
C 1.184 -2.276 -1.970
C 0.654 -0.830 -0.962
N 0.886 0.426 -0.684
C -0.314 -0.065 -0.309
C -1.582 0.128 0.430
N -1.719 1.385 1.217
H 0.341 -2.934 -2.157
H 2.073 -2.722 -1.430
H 1.555 -1.570 -2.706
H -1.967 -0.757 1.120
H -2.211 0.157 -0.405
H -0.830 1.598 1.634
H -2.271 1.267 2.049
H -2.059 2.211 0.651

Summary:
Charge = +2
Orbital gap = 11.281 eV
E_HOMO = -21.0 eV
Relative energy (zero: lowest compared OMol25 entry of this formula, charge and spin) = 2.3522 eV



Entry 3:
Density functional theory data (ωB97M-V/def2-TZVPD) for a molecular structure, C24H45IP2V at a distorted geometry.

Positions of all 73 atoms, in Å:
V 0.975 -0.387 1.816
C -0.207 0.425 3.273
C 1.151 0.871 3.464
C 0.498 1.571 1.359
C -0.621 0.911 1.981
C 1.620 1.501 2.260
C -0.844 -0.649 4.069
H -0.123 -1.463 4.280
H -1.702 -1.085 3.545
H -1.177 -0.292 5.047
C -1.919 0.653 1.295
H -2.516 -0.109 1.805
H -1.749 0.304 0.261
H -2.551 1.564 1.236
C 0.467 2.299 0.041
H -0.036 3.293 0.145
H -0.082 1.740 -0.735
H 1.470 2.485 -0.366
C 3.031 1.796 1.870
H 3.745 1.522 2.659
H 3.185 2.867 1.641
H 3.316 1.241 0.950
C 1.895 0.825 4.746
H 1.676 1.717 5.355
H 2.977 0.833 4.585
H 1.593 -0.030 5.356
C 0.374 -3.178 -0.894
C 0.812 -3.837 0.186
C 2.146 -4.517 0.296
C 3.461 -3.681 0.033
C 3.339 -2.195 0.062
C 2.838 -1.429 -0.922
C 2.265 -1.940 -2.209
C 1.204 -3.061 -2.151
H 2.182 -5.393 -0.387
H 3.913 -4.014 -0.928
H 2.217 -4.923 1.316
H 1.682 -4.031 -2.357
H -0.621 -2.721 -0.925
H 0.145 -4.000 1.032
H 0.501 -2.877 -2.981
H 1.786 -1.056 -2.672
H 2.832 -0.337 -0.820
H 3.061 -2.282 -2.895
H 4.197 -3.977 0.807
H 3.749 -1.698 0.957
P -5.015 -0.938 0.050
C -6.597 -0.573 0.929
H -7.396 -1.255 0.608
H -6.885 0.465 0.720
H -6.427 -0.681 2.008
C -5.653 -0.802 -1.677
H -6.569 -1.394 -1.806
H -4.875 -1.162 -2.364
H -5.856 0.255 -1.896
C -5.063 -2.778 0.173
H -6.044 -3.164 -0.137
H -4.856 -3.067 1.212
H -4.277 -3.190 -0.473
P 1.011 3.856 -2.903
C 2.491 4.934 -2.652
H 2.718 5.500 -3.566
H 3.347 4.302 -2.380
H 2.283 5.626 -1.824
C 1.539 3.079 -4.489
H 1.815 3.844 -5.227
H 0.710 2.472 -4.872
H 2.397 2.424 -4.291
C -0.109 5.147 -3.599
H 0.319 5.588 -4.510
H -0.267 5.926 -2.842
H -1.074 4.678 -3.831
I 2.180 -2.346 3.158

Summary:
Charge = +1
Orbital gap (alpha / beta) = 6.031 / 6.811 eV
⟨S²⟩ = 2.039
E_HOMO (alpha / beta) = -10.9 / -10.9 eV
Relative energy (zero: lowest compared OMol25 entry of this formula, charge and spin) = 0.0000 eV
Spin multiplicity = 3



Entry 4:
Density functional theory data (ωB97M-V/def2-TZVPD) for C5H8S in the gas phase at a distorted geometry.

Positions of all 14 atoms, in Å:
C -0.401 1.025 1.131
C 0.259 -0.319 1.196
C 0.331 -0.841 -0.235
C 0.603 0.042 -1.460
C -0.817 -0.355 -1.055
S -1.596 0.957 -0.208
H 0.325 1.831 1.060
H -0.858 1.256 2.195
H -0.304 -0.958 1.876
H 1.279 -0.272 1.639
H 0.710 -1.858 -0.264
H 0.869 1.041 -1.756
H 0.944 -0.637 -2.249
H -1.344 -0.911 -1.872

Summary:
Charge = 0
Orbital gap = 9.099 eV
E_HOMO = -8.1 eV
Relative energy (zero: lowest compared OMol25 entry of this formula, charge and spin) = 1.2615 eV



Entry 5:
Density functional theory data (ωB97M-V/def2-TZVPD) for a molecular structure, C5H12Cl2N at a distorted geometry.

Positions of all 20 atoms, in Å:
C -1.703 -0.013 0.836
C -1.263 1.236 -1.330
C 2.168 -0.124 1.737
C -1.466 -0.042 -0.588
C 2.463 0.098 0.229
N -0.828 -1.183 -1.116
Cl 2.197 1.665 -0.427
Cl 2.115 -1.162 -0.848
H -1.717 -1.103 1.255
H -0.940 0.679 1.125
H -2.598 0.226 1.239
H -1.684 1.252 -2.405
H -1.597 2.084 -0.855
H -0.210 1.401 -1.377
H 1.451 -0.851 1.732
H 1.794 0.772 2.235
H 3.131 -0.424 2.318
H -0.789 -1.308 -2.164
H -1.061 -2.022 -0.576
H 0.536 -1.180 -1.020

Summary:
Charge = +1
Orbital gap (alpha / beta) = 6.840 / 9.074 eV
E_HOMO (alpha / beta) = -11.6 / -12.6 eV
Relative energy (zero: lowest compared OMol25 entry of this formula, charge and spin) = 5.0731 eV



Entry 6:
Density functional theory data (ωB97M-V/def2-TZVPD) for a molecular structure, C32H70B3N6O22Pb at a distorted geometry.

Positions of all 134 atoms, in Å:
Pb -0.302 -0.159 -0.580
O -2.973 0.793 2.682
C -2.469 0.123 3.589
O -1.251 0.329 3.989
B -0.907 -0.655 5.016
O -2.143 -1.435 5.322
C -3.078 -1.126 4.430
O -4.200 -1.544 4.361
O -0.387 0.037 6.242
C 0.905 -0.126 6.276
O 1.639 0.461 7.074
C 1.369 -1.044 5.213
O 0.218 -1.555 4.610
O 2.476 -1.310 4.910
O 0.739 2.215 -1.616
C 1.463 2.811 -2.426
O 2.754 2.951 -2.320
B 3.321 3.804 -3.429
O 2.137 4.067 -4.267
C 1.072 3.495 -3.740
O -0.079 3.596 -4.188
O 3.765 5.077 -2.849
C 5.090 5.275 -3.127
O 5.849 6.205 -2.890
C 5.498 4.029 -4.010
O 4.458 3.296 -4.198
O 6.658 3.903 -4.429
B 0.848 -2.149 1.169
H 1.237 -2.156 2.176
H 1.307 -1.389 0.556
H 0.873 -3.138 0.738
H -0.184 -1.840 1.231
C 6.173 3.046 1.408
C 5.716 2.183 0.270
C 5.881 0.753 0.388
O 5.448 0.099 -0.810
C 6.370 0.028 -1.892
N 4.321 2.383 0.047
H 5.675 2.669 2.302
H 5.874 4.090 1.492
H 7.259 2.969 1.468
H 6.195 2.494 -0.659
H 5.188 0.439 1.169
H 6.891 0.464 0.677
H 6.456 1.001 -2.376
H 6.068 -0.635 -2.703
H 7.360 -0.287 -1.561
H 4.180 1.867 -0.809
H 4.163 3.351 -0.194
C 2.305 1.644 3.019
C 1.276 1.357 1.955
C 0.270 2.524 1.579
O -0.769 1.886 0.879
C -1.929 2.702 0.581
N 1.977 0.849 0.753
H 2.846 0.783 3.414
H 1.881 2.031 3.946
H 3.110 2.175 2.512
H 0.677 0.502 2.269
H 0.817 3.213 0.936
H -0.090 2.918 2.529
H -2.413 3.016 1.506
H -2.604 2.206 -0.116
H -1.832 3.623 0.006
H 2.447 -0.033 0.897
H 2.778 1.451 0.621
C -6.046 1.144 -1.035
C -5.707 0.855 -2.535
C -5.253 2.077 -3.289
O -4.110 2.610 -2.520
C -3.790 3.935 -2.817
N -4.780 -0.256 -2.658
H -6.922 1.790 -0.976
H -5.227 1.595 -0.475
H -6.294 0.225 -0.504
H -6.665 0.546 -2.952
H -6.008 2.856 -3.398
H -4.970 1.954 -4.334
H -4.425 4.427 -2.080
H -3.973 4.257 -3.842
H -2.790 4.301 -2.582
H -4.667 -0.320 -3.659
H -5.311 -1.097 -2.482
C -4.426 -1.544 0.738
C -3.007 -1.632 0.182
C -2.733 -2.816 -0.783
O -1.356 -2.929 -0.821
C -0.748 -3.863 -1.729
N -2.878 -0.323 -0.389
H -4.664 -2.520 1.161
H -5.219 -1.554 -0.010
H -4.693 -0.604 1.220
H -2.294 -1.710 1.002
H -2.991 -2.445 -1.775
H -3.233 -3.767 -0.602
H -1.151 -4.862 -1.561
H 0.334 -3.948 -1.625
H -0.908 -3.476 -2.735
H -3.609 0.278 -0.035
H -3.298 -0.485 -1.293
C -2.668 -4.991 2.693
C -1.251 -4.430 2.760
C -0.641 -4.530 4.162
O 0.731 -4.270 4.209
C 1.190 -4.331 5.547
N -0.374 -5.054 1.831
H -2.801 -5.995 3.097
H -3.082 -5.008 1.685
H -3.304 -4.377 3.331
H -1.143 -3.364 2.560
H -0.751 -5.571 4.465
H -1.266 -3.895 4.789
H 0.673 -3.678 6.250
H 2.264 -4.147 5.525
H 1.019 -5.325 5.961
H -0.858 -5.930 1.694
H -0.589 -4.646 0.933
C -1.702 -0.344 -5.096
C -0.933 -0.595 -3.766
C 0.635 -0.615 -3.813
O 1.145 -0.744 -2.478
C 2.592 -0.691 -2.323
N -1.403 0.510 -2.933
H -1.738 -1.188 -5.785
H -1.326 0.591 -5.512
H -2.755 -0.105 -4.949
H -1.233 -1.426 -3.127
H 1.003 0.259 -4.351
H 0.986 -1.489 -4.360
H 3.180 -1.608 -2.284
H 2.857 -0.204 -1.385
H 3.170 -0.012 -2.950
H -1.065 1.406 -3.253
H -2.413 0.493 -2.953

Summary:
Charge = -1
Orbital gap = 7.504 eV
E_HOMO = -6.1 eV



Entry 7:
Density functional theory data (ωB97M-V/def2-TZVPD) for C3H7NOS2 in the gas phase at a distorted geometry.

Positions of all 14 atoms, in Å:
N -0.828 1.620 0.205
C -0.271 0.305 0.297
C 0.974 0.268 -0.617
S 2.260 -0.933 -0.134
C -1.299 -0.753 -0.110
O -2.396 -0.449 -0.491
S -0.875 -2.457 0.002
H -1.512 1.705 0.941
H -1.343 1.702 -0.655
H 0.058 0.116 1.281
H 1.490 1.278 -0.724
H 0.598 0.020 -1.575
H 2.842 -0.257 0.880
H 0.301 -2.166 0.701

Summary:
Charge = 0
Orbital gap = 10.000 eV
E_HOMO = -9.4 eV
Relative energy (zero: lowest compared OMol25 entry of this formula, charge and spin) = 0.9959 eV



Entry 8:
Density functional theory data (ωB97M-V/def2-TZVPD) for a molecular structure, C23H19AuClN2O6PSe at a distorted geometry.

Positions of all 54 atoms, in Å:
Au -0.179 -2.752 -1.627
Cl -1.016 -0.774 -3.593
C -1.040 0.857 -3.095
C -1.884 1.718 -3.785
C -1.903 3.066 -3.487
C -1.079 3.568 -2.496
C -0.243 2.720 -1.795
C -0.228 1.340 -2.054
P 0.926 0.451 -0.934
C -0.057 0.028 0.506
C 0.618 -0.648 1.640
C -0.051 -0.984 2.740
C -1.535 -0.852 2.866
C -2.224 -0.083 1.705
C -1.341 0.385 0.595
C 2.113 1.724 -0.438
C 1.979 2.421 0.758
C 2.930 3.369 1.112
C 4.003 3.622 0.271
C 4.141 2.917 -0.918
C 3.202 1.964 -1.274
H -2.513 1.313 -4.565
H -2.560 3.727 -4.036
H -1.083 4.624 -2.260
H 0.379 3.131 -1.019
H 1.691 -0.787 1.587
H 0.494 -1.374 3.592
H -1.799 -0.478 3.856
H -2.875 0.733 2.018
H -1.825 0.955 -0.189
H 1.141 2.221 1.415
H 2.833 3.902 2.049
H 4.741 4.364 0.548
H 4.988 3.103 -1.566
H 3.333 1.387 -2.184
C -1.154 -4.160 3.200
N -1.666 -3.323 2.135
C -2.382 -2.136 2.511
C -3.044 -1.387 1.341
C -2.688 -1.870 -0.051
O -3.286 -1.405 -1.009
N -1.611 -2.684 -0.155
C -1.046 -3.386 0.910
O -0.051 -4.060 0.709
H -1.961 -4.359 3.907
H -0.319 -3.694 3.734
H -0.803 -5.096 2.776
H -3.073 -2.407 3.310
H -4.121 -1.257 1.412
O 3.429 -2.995 -1.157
Se 2.718 -2.042 -2.216
O 1.429 -2.711 -2.986
O 1.934 -0.729 -1.092
O 3.618 -1.176 -3.218

Summary:
Charge = 0
Orbital gap = 7.674 eV
E_HOMO = -8.3 eV
Relative energy (zero: lowest compared OMol25 entry of this formula, charge and spin) = 0.7036 eV